# 1
The following is a DFT calculation (ωB97M-V with the def2-TZVPD basis set) of a molecular structure, C19H49B3Cl3O36S9Tl at a distorted geometry.

```
120
Properties=species:S:1:pos:R:3:forces:R:3:lowdin_charge:R:1
Tl -1.0594 0.6841 3.2301 0.5 0.0 -0.5 0.340
Cl 4.9157 -0.5482 -1.0359 -0.6 -0.3 -0.2 0.505
Cl 2.9575 -2.6207 -1.8362 -1.3 -0.4 0.5 0.619
Cl 5.7178 -2.9901 -2.2898 0.2 -0.2 -0.3 0.525
S -2.9915 -3.6524 3.1979 -3.2 -0.2 -1.9 0.560
S 0.1211 7.4774 -1.5214 0.7 2.1 0.5 0.588
S -2.3814 3.5399 -3.9643 0.6 1.8 -2.0 0.612
S 1.0229 -0.0016 -5.0716 -2.1 -0.5 -0.1 0.461
S 1.6610 -7.1061 -0.6147 0.6 -1.1 -0.4 0.589
S 3.4525 -3.7324 2.6856 0.9 -0.9 2.1 0.474
S 0.4786 2.9941 7.6511 -0.6 2.9 1.2 0.590
S -3.4551 -6.3711 -2.2501 -1.1 -0.3 3.3 0.573
S 0.0310 5.6956 2.9962 0.0 -3.1 0.4 0.534
O 1.5921 -7.0080 0.9651 -0.1 -0.2 -0.1 -0.171
O -2.4763 -5.7994 -3.2827 0.6 0.2 -0.8 -0.192
O 0.3683 4.4143 3.5382 -0.3 0.2 1.0 -0.249
O -0.2966 6.7666 4.1020 -0.6 0.5 -1.5 -0.186
O -0.2998 0.6112 -4.4940 -0.3 0.9 -0.4 -0.182
O 4.9096 -3.1974 2.5545 1.5 0.7 0.4 -0.171
O -3.8682 -2.7339 2.1678 -0.1 -1.6 -0.5 -0.220
O 0.3186 8.7873 -2.0732 0.4 -1.3 -0.5 -0.231
O 2.0206 0.0760 -4.1250 3.2 0.7 2.9 -0.204
O -4.4582 -5.3935 -1.9237 0.7 -0.6 -0.3 -0.235
O -3.8113 -4.1014 4.2624 0.3 0.7 0.7 -0.198
O 1.4096 -8.4419 -1.0463 0.0 0.6 0.1 -0.218
O -0.4647 3.7616 8.3788 -0.3 -0.6 0.4 -0.214
O -1.3748 3.3158 -4.9777 -1.4 0.5 1.0 -0.223
O 0.5528 6.2477 -2.4576 -0.1 0.5 0.3 -0.196
O -1.7535 -3.0274 3.3018 2.1 0.8 0.9 -0.210
O 1.2230 7.3023 -0.3654 0.3 -0.9 -1.5 -0.188
O -3.8148 3.9411 -4.6099 0.6 -0.4 0.0 -0.182
O -2.8808 -4.8672 2.2169 2.1 -1.2 0.1 -0.219
O -4.1261 -7.4908 -3.1359 0.2 -0.1 0.7 -0.175
O 3.7740 -5.2097 2.3347 0.8 -0.9 -0.2 -0.194
O 0.3865 -6.2287 -0.9704 0.3 -0.1 0.6 -0.194
O 0.5648 -1.4850 -5.0558 -1.8 -1.3 0.0 -0.193
O 3.0536 -3.6739 4.0365 -0.2 0.1 0.6 -0.203
O -1.1624 7.2667 -0.9695 -0.9 -1.1 0.1 -0.247
O 1.1987 0.4711 -6.3555 0.4 0.8 -2.5 -0.178
O -1.4389 5.5303 2.4875 -1.0 1.0 -0.9 -0.222
O 2.6547 -3.1420 1.7169 -1.8 1.1 -2.4 -0.224
O -2.1652 4.9705 -3.2731 -0.1 -1.4 0.8 -0.211
O -2.6041 2.5863 -2.9711 -0.2 -1.4 1.2 -0.207
O 1.8411 2.8801 8.5193 -0.6 0.4 -1.7 -0.173
O -2.7342 -6.9792 -1.1487 -0.6 0.8 -1.3 -0.241
O 0.9537 6.0758 1.9961 0.0 1.9 -0.3 -0.222
O 0.9801 4.0237 6.5328 -0.5 -0.6 0.3 -0.185
O 0.1426 1.7775 7.0474 -0.1 -1.7 -0.5 -0.214
O 2.8773 -6.4626 -0.9901 -0.2 0.1 -0.3 -0.239
C -3.3309 -7.8232 -4.2624 -0.5 2.5 -1.1 -0.119
C -1.3850 7.6348 3.4947 -1.1 -0.8 1.7 -0.127
C 1.8480 6.0188 -0.5773 -0.2 -2.1 2.4 -0.210
C -4.2665 -3.6373 1.0113 -1.0 1.8 -0.6 -0.111
C -4.0870 -5.0368 1.5125 -0.9 -1.4 -0.7 -0.196
C 2.2888 3.6403 6.2383 1.6 1.3 1.6 -0.184
C 0.4974 -6.1947 1.3697 -0.2 0.5 -1.4 -0.137
C 1.8443 5.7170 -2.0276 0.8 2.0 -1.6 -0.138
C -2.5441 -6.4853 -4.5538 -1.3 0.2 -0.3 -0.091
C 4.8966 -5.2535 1.3880 -2.1 0.8 -1.5 -0.093
C 2.8918 3.4206 7.6639 0.5 -1.1 -0.6 -0.123
C -3.9319 5.3545 -4.7701 -0.3 0.5 -1.1 -0.167
C -0.3499 -1.6739 -3.9063 3.0 1.6 1.2 -0.074
C -2.1497 6.8863 2.3812 1.8 -2.5 -1.0 -0.112
C 5.6979 -3.9406 1.6395 0.1 -0.8 -1.6 -0.142
C -2.7081 5.9716 -4.1175 0.6 0.3 0.1 -0.175
C 0.1750 -5.3384 0.1518 -1.7 1.2 -0.3 -0.137
C 4.3998 -1.8136 -2.2106 1.5 1.0 -0.2 -1.559
C -0.8295 -0.2230 -3.5019 1.7 -1.6 -0.2 -0.156
B -2.7477 1.2031 1.4666 0.1 -0.1 0.1 0.043
B -2.5848 0.6842 5.0203 -0.2 0.0 0.4 -0.003
B 1.3679 0.3297 2.8808 -0.4 0.1 0.1 0.016
H -3.0608 -5.7833 -5.2652 0.6 -0.9 0.6 0.152
H 4.3086 -1.3068 -3.1689 0.0 -0.1 0.1 0.011
H 4.3628 -5.3526 0.4028 1.0 0.5 0.6 0.115
H -3.1892 6.6220 2.5321 0.0 0.3 0.7 0.121
H -4.8389 5.7244 -4.2792 0.1 -0.5 -0.1 0.131
H -5.3171 -3.3217 0.6923 1.6 -0.5 0.4 0.161
H 6.7054 -4.2168 1.9557 -0.3 0.4 1.0 0.116
H 0.3399 -2.0594 -3.1029 -1.2 -0.1 -0.7 0.107
H -1.8697 6.1333 -4.8042 -0.6 1.0 -0.2 0.138
H 3.2807 4.3108 8.0936 -0.1 1.0 0.4 0.115
H -2.6355 -8.6139 -4.1495 0.3 -1.0 0.6 0.123
H 10.0826 -3.8555 2.8000 0.0 0.2 0.3 -0.001
H -3.9276 -5.7885 0.6797 -0.1 1.0 1.0 0.127
H 2.6434 6.2872 -2.5813 -0.8 -0.4 0.5 0.150
H -2.1098 7.6788 4.3432 0.9 0.9 -0.6 0.145
H -0.4942 0.0623 -2.5249 0.4 0.1 0.5 0.126
H 3.7026 2.7062 7.6876 0.1 -0.3 -0.2 0.126
H -3.0439 6.7993 -3.4711 0.8 -0.1 -0.5 0.144
H 2.8534 5.9844 -0.1339 -0.4 0.5 -0.2 0.145
H -4.1101 -7.9845 -4.9947 0.5 -0.5 -0.6 0.135
H 1.2497 5.2178 -0.0167 0.7 1.2 -0.8 0.140
H 10.1631 4.9849 -0.6238 -0.2 0.5 -0.5 -0.003
H -4.1707 2.8889 -11.7129 0.1 -0.1 0.2 -0.078
H -2.1561 9.4431 1.5798 -0.2 0.3 0.1 0.138
H -4.8481 -5.4364 2.2133 0.2 0.5 -0.5 0.144
H 2.3449 2.7847 5.6393 -0.1 -1.5 -0.9 0.105
H 5.8838 -3.3521 0.7261 -0.6 -0.2 0.2 0.100
H 5.4390 -6.1506 1.5333 0.5 -0.7 0.6 0.117
H 2.7827 4.4633 5.7335 0.0 0.1 0.0 0.139
H -7.2066 -12.0347 3.6211 0.1 0.0 0.0 -0.005
H -2.0763 7.1630 1.3058 0.5 0.4 0.9 0.074
H -1.8574 -0.1698 -3.5253 -2.3 0.3 -0.2 0.099
H -0.3630 -6.7674 1.5484 -1.1 -1.3 0.3 0.116
H 0.7882 -4.4634 -0.0116 0.5 0.2 0.3 0.107
H 10.7647 -1.0027 6.8807 -0.1 -0.2 -0.3 0.020
H 1.9457 4.6914 -2.3383 -0.4 -0.4 0.3 0.134
H 8.9340 7.8577 -3.0556 0.2 -0.5 0.5 0.003
H -0.9098 -4.9823 0.1121 1.4 -0.8 0.2 0.145
H 0.1007 3.2372 -10.2867 -0.4 -0.5 0.2 -0.020
H -1.5240 -6.6689 -4.7854 0.7 -0.1 -0.7 0.119
H -3.5066 -3.4914 0.1968 -0.9 0.2 0.7 0.134
H -3.9829 5.6270 -5.8507 0.0 -0.4 0.7 0.145
H -9.9138 -0.3448 -0.3821 0.1 0.0 0.0 -0.100
H -4.3662 13.3645 4.7226 0.1 -0.2 -0.1 -0.006
H 0.7418 -5.7088 2.2660 0.6 1.0 1.0 0.122
H -0.8961 8.5198 3.1550 -0.1 0.8 0.1 0.068
H -1.1531 -2.2754 -4.1966 -0.9 -1.2 -0.4 0.102
H -0.2254 -10.3363 4.5566 -0.1 0.0 0.0 0.004
H -2.2192 0.5431 -9.1173 0.3 0.6 -0.4 -0.014
```
Positions in Å, forces in eV/Å.

## Properties
Total charge = 0
Largest force on an atom = 4.406 eV/Å
HOMO = -6.4 eV

# 2
The following is a DFT calculation (ωB97M-V with the def2-TZVPD basis set) of 2 unconnected molecules or ions with the total composition CH2N2S2 at a distorted geometry.

```
7
Properties=species:S:1:pos:R:3:forces:R:3:lowdin_charge:R:1
S 1.7917 -1.1534 0.9094 -0.1 -0.7 0.0 0.320
S -0.1543 2.0217 -0.0110 1.3 1.9 0.2 0.846
N -2.4251 -0.8037 -0.4706 -0.9 -0.6 -0.3 0.150
N -0.3750 0.5398 -0.4157 -0.1 -2.4 -1.0 -0.500
C -1.5045 -0.1107 -0.5033 0.7 0.7 0.7 -0.473
H 1.4603 -2.4790 0.7918 0.1 0.7 0.0 -0.271
H 1.2068 1.9852 -0.3006 -1.0 0.3 0.4 -0.072
```
Positions in Å, forces in eV/Å.

## Properties
Total charge = 0
Energy relative to the best compared isomer or geometry (same formula, charge and spin) = 70.4 kcal per mole
Largest force on an atom = 2.631 eV/Å
HOMO (alpha / beta) = -10.1 / -9.4 eV